(1)
Below is C14H28ILiNO5S as an isolated structure in a non-equilibrium geometry, with properties calculated with ωB97M-V/def2-TZVPD.

Geometry as ORCA input:
```
! RIJCOSX wB97M-V def2-TZVPD def2/J DEFGRID3
* xyz 1 1
C 1.22230 -2.51774 -1.21011
O 0.31004 -1.59214 -1.77557
C 0.40237 -0.29914 -1.21740
N 1.07846 0.60315 -2.14635
C 2.01441 1.35703 -1.66522
C 3.08092 0.90302 -0.69230
C 2.08382 2.79180 -2.14288
C -1.03836 0.19623 -0.99589
C -1.07908 1.56897 -0.31543
C -0.20991 1.62748 0.93119
C -0.48500 2.80985 1.85873
C 0.37110 2.67130 3.11892
S 2.09922 2.82337 2.70149
O 2.28296 3.46346 1.42298
O 2.74041 1.55303 2.86405
O 2.56877 3.83777 3.82832
O -1.73050 -0.71818 -0.19691
C -2.55117 -1.68403 -0.84893
C -2.16290 -3.09195 -0.40953
C -3.32972 -4.10038 -0.46301
C -3.42125 -4.93324 0.80341
I -1.65781 -6.14321 1.03681
H 1.12395 -3.45815 -1.74707
H 1.00417 -2.70283 -0.15456
H 2.25775 -2.17043 -1.30311
H 0.94449 -0.40279 -0.27474
H 3.83416 1.68255 -0.60333
H 2.70788 0.76422 0.32348
H 3.56916 -0.00072 -1.05229
H 1.92050 2.89299 -3.22487
H 3.03945 3.25025 -1.90268
H 1.30437 3.33556 -1.60801
H -1.49462 0.34145 -1.98190
H -2.11905 1.75216 -0.03788
H -0.78699 2.33847 -1.03457
H -0.29536 0.69747 1.50034
H 0.83065 1.69946 0.61115
H -1.53445 2.77516 2.15357
H -0.25064 3.74435 1.35001
H 0.26232 1.65554 3.49604
H 0.10305 3.38170 3.89629
H 3.44374 4.17011 3.56103
H -3.59895 -1.49699 -0.59620
H -2.45873 -1.59961 -1.93467
H -1.85196 -2.99189 0.63449
H -1.31891 -3.45715 -0.98660
H -3.15967 -4.77247 -1.30424
H -4.26903 -3.55887 -0.60376
H -3.43283 -4.30840 1.69201
H -4.26484 -5.61474 0.79014
Li 1.90131 0.92714 -4.14443
*
```

Values from the calculation:
relative energy (zero: lowest compared OMol25 entry of this formula, charge and spin) = 0.00 kcal/mol
gap between HOMO and LUMO = 0.250 hartree
DFT total energy = -1684.364237 a.u.



(2)
Below is one molecule with the formula C6H12Cl2N2O in a non-equilibrium geometry, with properties calculated with ωB97M-V/def2-TZVPD.

Geometry as ORCA input:
```
! RIJCOSX wB97M-V def2-TZVPD def2/J DEFGRID3
* xyz 0 1
C 2.05963 -0.61327 -1.91759
C 1.86418 -0.39821 -0.40236
C 2.61919 0.74922 0.18016
Cl 2.45378 -1.94686 0.47110
N 0.46609 -0.19509 -0.13868
N -0.32995 -0.67831 0.62304
O -0.20472 -1.56767 1.48235
C -1.99311 -0.08401 0.29390
C -1.93201 1.33568 -0.17155
C -2.87967 -0.46104 1.44348
Cl -2.31119 -1.19387 -1.12646
H 1.12080 -0.99686 -2.35438
H 2.88058 -1.28282 -2.14990
H 2.25766 0.43665 -2.34362
H 2.15758 1.13806 1.21035
H 2.65187 1.68479 -0.46046
H 3.73964 0.49984 0.26238
H -1.17668 1.46223 -0.92666
H -2.92375 1.83730 -0.26818
H -1.48985 1.92368 0.74472
H -2.74882 0.36371 2.24468
H -2.34800 -1.29118 2.06893
H -3.93324 -0.72199 1.23475
*
```

Values from the calculation:
relative energy (zero: lowest compared OMol25 entry of this formula, charge and spin) = 10.36 kcal/mol
gap between HOMO and LUMO = 0.376 hartree
DFT total energy = -1340.812483 a.u.
SMILES = CC(C)(Cl)/N=[N+](\[O-])C(C)(C)Cl



(3)
Below is C30H45NO2P2Ru as an isolated structure in a non-equilibrium geometry, with properties calculated with ωB97M-V/def2-TZVPD.

Geometry as ORCA input:
```
! RIJCOSX wB97M-V def2-TZVPD def2/J DEFGRID3
* xyz 2 5
P -0.60455 -1.76477 -2.46991
P -0.15816 1.61146 -3.51380
C -0.32437 -1.14634 -4.23840
C 0.43205 0.16827 -4.48409
H -1.32060 -1.19394 -4.71979
H 0.29421 -1.93761 -4.70862
H 1.52978 0.02635 -4.32499
H 0.30355 0.34575 -5.56686
C -0.91871 2.36630 -5.15831
H -1.16523 3.42879 -4.98368
H -1.82821 1.82233 -5.44791
H -0.19606 2.32806 -5.98609
C 1.26513 2.76291 -3.66319
H 1.19166 3.34285 -4.59361
H 2.21754 2.22232 -3.71082
H 1.28456 3.46376 -2.82180
C -0.78508 -3.49412 -3.10356
H -0.61351 -4.21174 -2.28213
H -0.01653 -3.65995 -3.88365
H -1.79318 -3.55960 -3.55652
C 2.25791 -2.82794 -3.09672
H 3.27334 -2.41697 -3.12567
H 1.86608 -2.88042 -4.11738
H 2.35376 -3.86399 -2.71113
Ru 1.43768 -1.18521 -2.11243
C -1.79164 2.63069 -2.92308
C -2.97766 2.04545 -2.69424
C -3.34907 0.81202 -3.45867
C -4.28043 -0.17809 -2.70151
C -3.55427 -1.44169 -2.36053
C -2.34771 -1.40566 -1.74753
C 1.39084 0.74319 -1.45194
C 0.01768 1.30829 -1.69233
C 1.61595 -2.42796 -0.47487
H -1.55415 3.54815 -2.37171
H -3.77691 2.47463 -2.05423
H -2.37386 0.31426 -3.68316
H -3.79540 1.00817 -4.43990
H -4.65850 0.30267 -1.77719
H -5.16466 -0.37121 -3.31475
H -4.14105 -2.37772 -2.43728
H -2.22190 -1.12618 -0.68618
H 2.09401 0.95457 -2.27201
H 1.86043 1.00287 -0.50322
H -0.87440 0.73376 -1.39947
H -0.14921 2.27899 -1.21546
H 2.17576 -1.85743 0.30575
H 2.18428 -3.35438 -0.71311
H 0.64368 -2.67825 0.00846
C 3.92253 0.89724 6.32709
C 2.94720 -0.20052 6.00295
C 3.03275 -1.41120 6.69604
C 2.15681 -2.46715 6.42401
C 1.16950 -2.29762 5.47853
C 1.03923 -1.06393 4.83378
N -0.02300 -0.94424 3.97640
C -0.87040 0.15340 3.86724
C -1.32263 0.94705 4.91976
C -2.06352 2.08498 4.63254
C -2.27886 2.46314 3.30543
C -1.78917 1.70010 2.24215
C -1.07475 0.55999 2.55734
C -0.24603 -0.27857 1.59744
O -0.71628 -1.36873 1.19699
O 0.91025 0.20517 1.38192
C 1.97736 -0.00585 5.01722
C 1.94818 1.22353 4.16780
H 4.58181 1.15419 5.48859
H 3.42083 1.82555 6.62795
H 4.57016 0.60166 7.15603
H 3.80728 -1.51374 7.45570
H 2.24436 -3.41160 6.94789
H 0.44845 -3.08152 5.22161
H -0.27800 -1.76963 3.42051
H -1.08425 0.63184 5.92503
H -2.44920 2.68209 5.45443
H -2.83852 3.36486 3.09282
H -1.92620 1.97116 1.18751
H 2.89396 1.76635 4.24560
H 1.78241 0.98606 3.10709
H 1.15286 1.91023 4.48381
*
```

Values from the calculation:
relative energy (zero: lowest compared OMol25 entry of this formula, charge and spin) = 148.92 kcal/mol
gap between HOMO and LUMO (alpha / beta) = 0.147 / 0.141 hartree
DFT total energy = -2151.881881 a.u.



(4)
Below is a 2-piece molecular cluster, C21H40BF3N4O5PS overall in a non-equilibrium geometry, with properties calculated with ωB97M-V/def2-TZVPD.

Geometry as ORCA input:
```
! RIJCOSX wB97M-V def2-TZVPD def2/J DEFGRID3
* xyz 1 1
C 4.71072 -3.91260 1.99434
C 4.99232 -2.39084 1.86863
O 3.72145 -1.75615 1.54855
P 3.93958 -0.11618 1.67496
O 3.88358 0.19194 3.11436
C 2.58512 0.72942 0.75913
C 1.49372 1.07841 1.82704
C 0.30068 1.86407 1.23173
C -0.85579 0.97826 0.67077
C -0.98699 -0.50433 1.14512
C -2.42634 -0.87199 0.49851
B -3.02036 -2.14517 1.28593
O -2.95643 -2.07755 2.70485
N -3.54343 -3.30848 0.56704
C -5.04430 -3.23799 0.63628
C -3.16024 -4.57080 1.25989
C -3.17059 0.47401 0.73776
C -4.34035 0.92319 -0.19020
C -4.69079 -0.07167 -1.33395
C -3.63097 -0.15170 -2.42754
F -2.85400 0.94298 -2.69044
C -3.50039 -1.36723 -3.08622
F -4.05787 -1.69445 -4.22614
F -2.77796 -2.34009 -2.56672
N -2.15881 1.51898 1.16527
N -2.45500 2.90825 0.97328
C -3.20677 3.30598 1.86656
S -4.46658 3.84420 2.58956
O 5.43082 0.30161 1.15725
C 5.50788 0.63188 -0.24819
C 5.34983 -0.60300 -1.18775
H 4.54526 -4.27749 0.96488
H 3.83429 -4.09409 2.63567
H 5.57502 -4.44004 2.43460
H 5.73175 -2.27675 1.06115
H 5.38132 -1.99699 2.82293
H 2.16511 0.01769 0.02619
H 2.90886 1.64190 0.24454
H 1.22122 0.18385 2.40559
H 1.99865 1.75838 2.53670
H 0.65070 2.57169 0.45750
H -0.08860 2.51287 2.04509
H -0.73617 1.01347 -0.42510
H -0.16657 -0.97611 0.57327
H -0.86153 -0.70346 2.22041
H -2.11372 -1.15430 -0.51582
H -3.81792 -1.72871 2.98955
H -5.42374 -3.34424 -0.39936
H -5.48559 -3.99249 1.30116
H -5.31894 -2.19821 0.92779
H -2.08970 -4.81274 1.17731
H -3.70155 -5.38824 0.74565
H -3.48557 -4.56410 2.31984
H -3.70512 0.27081 1.69118
H -4.20317 1.91784 -0.64646
H -5.24710 1.01263 0.43940
H -5.58119 0.34808 -1.85036
H -4.99388 -1.07350 -0.98657
H -2.07345 1.32332 2.16949
H 6.54075 0.98865 -0.41347
H 4.83926 1.44883 -0.56200
H 4.54202 -1.27965 -0.85513
H 6.27391 -1.20480 -1.19943
H 5.08205 -0.23840 -2.19454
C 3.03516 3.63259 -3.66638
C 2.18959 2.86235 -2.68654
O 2.62721 1.89763 -2.06906
N 0.90697 3.26944 -2.50127
C 0.21205 4.37768 -3.13292
H 4.02669 3.18941 -3.70419
H 2.59637 3.58577 -4.66387
H 3.13175 4.67169 -3.34861
H 0.40134 2.70841 -1.83478
H -0.12843 5.06716 -2.35856
H -0.65802 3.98987 -3.66517
H 0.85097 4.90933 -3.83000
*
```

Values from the calculation:
gap between HOMO and LUMO = 0.223 hartree
DFT total energy = -2483.022299 a.u.